No. 1
{
  "formula": "C36H85Cl2N4O8",
  "method": "ωB97M-V/def2-TZVPD",
  "orbital_gap_ev": 7.9,
  "e_lumo_ev": -2.861,
  "multiplicity": 1,
  "total_charge": 1,
  "max_force_ev_per_a": 2.3,
  "symbols": ["C", "C", "Cl", "C", "Cl", "C", "O", "C", "C", "N", "C", "C", "C", "O", "C", "C", "C", "N", "N", "N", "H", "H", "H", "H", "H", "H", "H", "H", "H", "H", "H", "H", "H", "H", "H", "H", "H", "H", "H", "H", "H", "H", "H", "H", "H", "C", "C", "O", "C", "C", "H", "H", "H", "H", "H", "H", "H", "H", "H", "H", "C", "C", "O", "C", "C", "H", "H", "H", "H", "H", "H", "H", "H", "H", "H", "C", "C", "O", "C", "C", "H", "H", "H", "H", "H", "H", "H", "H", "H", "H", "C", "C", "O", "C", "C", "H", "H", "H", "H", "H", "H", "H", "H", "H", "H", "C", "C", "O", "C", "C", "H", "H", "H", "H", "H", "H", "H", "H", "H", "H", "C", "C", "O", "C", "C", "H", "H", "H", "H", "H", "H", "H", "H", "H", "H"],
  "xyz": [[3.2218, 0.3322, 1.6805], [2.0890, -0.3786, 1.0128], [1.8872, -1.9844, 1.5905], [1.2497, 0.1386, 0.0874], [0.0135, -0.8089, -0.6243], [1.3469, 1.5645, -0.3611], [0.7221, 1.7582, -1.6052], [1.1759, 2.9640, -2.1491], [0.8220, 4.1829, -1.3020], [0.8244, 3.9790, 0.1942], [1.8605, 4.8562, 0.8578], [3.2805, 4.5038, 0.4815], [4.2439, 5.6699, 0.8161], [5.4764, 5.2154, 1.3124], [0.8835, 2.5548, 0.7179], [-0.3250, 2.2278, 1.6010], [-1.7626, 2.0549, 1.0396], [-2.0360, 2.5208, -0.3060], [-2.6268, 2.7915, 1.9994], [-2.1486, 0.6528, 1.0307], [4.0348, -0.3654, 1.8489], [3.6253, 1.1405, 1.0785], [2.9277, 0.7183, 2.6552], [2.4124, 1.7713, -0.5061], [2.2506, 2.9211, -2.3409], [0.6917, 3.0948, -3.1116], [-0.1676, 4.5238, -1.5829], [1.4924, 4.9903, -1.5733], [-0.0613, 4.3515, 0.5239], [1.6166, 5.8865, 0.6127], [1.7058, 4.7458, 1.9281], [3.3949, 4.2409, -0.5653], [3.6006, 3.6529, 1.0795], [3.7607, 6.3631, 1.5073], [4.4707, 6.1791, -0.1142], [5.3357, 4.5989, 2.0333], [1.7142, 2.5426, 1.4172], [-0.0509, 1.3393, 2.1611], [-0.3702, 3.0164, 2.3544], [-1.7361, 3.4488, -0.5410], [-1.8311, 1.8394, -1.0205], [-3.5723, 2.7435, 1.6302], [-2.3922, 3.7789, 1.9027], [-1.5647, 0.1128, 1.6556], [-3.0831, 0.5756, 1.4102], [-3.1550, 2.4797, 8.4553], [-3.7729, 3.5972, 7.6344], [-3.2068, 3.7509, 6.3452], [-3.2994, 2.6321, 5.4821], [-4.7234, 2.1887, 5.1931], [-2.0808, 2.6355, 8.5623], [-3.6047, 2.4537, 9.4478], [-3.3080, 1.5011, 7.9970], [-3.6053, 4.5507, 8.1347], [-4.8585, 3.4665, 7.5630], [-2.7064, 1.7950, 5.8724], [-2.8289, 2.9442, 4.5533], [-5.2420, 1.8515, 6.0910], [-4.7193, 1.3599, 4.4833], [-5.2996, 3.0111, 4.7658], [-1.0509, -4.4755, -0.3953], [-0.3141, -5.6536, 0.2212], [-0.7154, -6.9109, -0.2772], [-0.5377, -7.1130, -1.6699], [0.9006, -6.9956, -2.1405], [-2.1272, -4.5793, -0.2510], [-0.7222, -3.5456, 0.0704], [-0.8661, -4.3926, -1.4675], [-0.5204, -5.6901, 1.2917], [0.7702, -5.5244, 0.1142], [-1.1828, -6.4355, -2.2407], [-0.9003, -8.1228, -1.8598], [1.3058, -5.9945, -1.9820], [0.9537, -7.2102, -3.2083], [1.5384, -7.7019, -1.6067], [-0.7444, -8.1524, -7.3595], [-1.0908, -6.8721, -6.6198], [-0.0896, -6.4403, -5.7129], [1.1797, -6.1520, -6.2673], [1.1661, -5.0476, -7.3104], [-0.5392, -8.9574, -6.6526], [-1.5769, -8.4504, -7.9967], [0.1349, -8.0362, -7.9948], [-1.9800, -7.0401, -6.0124], [-1.3418, -6.0724, -7.3248], [1.6360, -7.0607, -6.6760], [1.7973, -5.8449, -5.4222], [0.5692, -5.3144, -8.1828], [2.1816, -4.8455, -7.6527], [0.7509, -4.1306, -6.8893], [-0.6229, 0.0894, 7.7532], [-0.9656, 1.1930, 6.7681], [-0.1455, 1.2126, 5.6091], [-0.1737, 0.0496, 4.8077], [-1.5422, -0.2877, 4.2372], [0.4193, 0.1654, 8.0649], [-1.2569, 0.1692, 8.6358], [-0.7729, -0.9040, 7.3284], [-0.8117, 2.1629, 7.2401], [-2.0232, 1.1449, 6.4871], [0.2395, -0.8068, 5.3513], [0.5157, 0.2546, 3.9839], [-2.2681, -0.5153, 5.0172], [-1.4708, -1.1610, 3.5865], [-1.9318, 0.5529, 3.6570], [7.8200, 9.2612, 0.3695], [7.0232, 8.2683, -0.4580], [5.9956, 8.8507, -1.2425], [6.4123, 9.8070, -2.2044], [7.3795, 9.2643, -3.2417], [7.1591, 9.8297, 1.0248], [8.5511, 8.7342, 0.9825], [8.3623, 9.9724, -0.2541], [6.5122, 7.5734, 0.2102], [7.6903, 7.6663, -1.0850], [6.8334, 10.6877, -1.7085], [5.4964, 10.1339, -2.6963], [8.3190, 8.9358, -2.7964], [7.6130, 10.0379, -3.9729], [6.9416, 8.4130, -3.7651], [-7.3690, -6.9202, -5.1838], [-6.2513, -7.6127, -5.9446], [-4.9524, -7.1634, -5.6022], [-4.5733, -7.3313, -4.2477], [-4.5831, -8.7757, -3.7770], [-7.3208, -5.8410, -5.3341], [-8.3367, -7.2785, -5.5351], [-7.3154, -7.1110, -4.1112], [-6.3533, -7.4027, -7.0092], [-6.3244, -8.6999, -5.8303], [-5.1950, -6.7078, -3.5952], [-3.5574, -6.9398, -4.1789], [-5.5809, -9.2139, -3.8147], [-4.2336, -8.8346, -2.7458], [-3.9278, -9.3843, -4.4020]],
  "mulliken_charge": [-1.15, 0.56, -0.15, -1.05, -0.05, -0.37, -0.52, -0.59, -0.79, 0.23, -1.33, 0.68, -0.71, -0.55, 0.38, -1.43, 0.61, -0.41, -0.36, -0.41, 0.55, 0.17, 0.17, 1.20, 0.34, 0.41, 0.51, 0.47, 0.67, 0.60, 0.42, 0.20, -0.17, 0.35, 0.40, 0.34, 0.24, -0.78, 0.87, 0.14, 0.34, 0.34, 0.26, -0.06, 0.37, -0.92, -0.34, -0.49, 1.20, -1.42, 0.19, 0.47, 0.27, 0.37, 0.29, -0.83, -0.11, 0.41, 0.36, 0.35, -0.51, -0.43, -0.47, -0.17, -0.89, 0.31, 0.03, 0.24, 0.36, 0.28, 0.15, 0.36, 0.22, 0.25, 0.32, -1.18, 0.08, -0.26, -0.31, -1.17, 0.30, 0.40, 0.33, -0.10, 0.27, 0.36, 0.30, 0.27, 0.39, 0.31, -1.39, 0.54, -0.49, 0.36, -0.94, 0.38, 0.41, 0.27, 0.40, -0.18, 0.41, -0.38, 0.44, 0.41, 0.00, -1.17, 0.12, -0.40, -0.34, -1.04, 0.32, 0.39, 0.29, -0.02, 0.29, 0.32, 0.31, 0.27, 0.40, 0.29, -1.02, -0.39, -0.38, -0.07, -1.15, 0.29, 0.39, 0.26, 0.32, 0.32, 0.32, 0.07, 0.34, 0.40, 0.30]
}

---

No. 2
{
  "formula": "C36H87N6O18P3",
  "method": "ωB97M-V/def2-TZVPD",
  "orbital_gap_ev": 9.3,
  "e_lumo_ev": 0.630,
  "multiplicity": 1,
  "total_charge": 0,
  "max_force_ev_per_a": 3.7,
  "symbols": ["C", "C", "O", "P", "O", "O", "C", "C", "O", "C", "C", "H", "H", "H", "H", "H", "H", "H", "H", "H", "H", "H", "H", "H", "H", "H", "C", "C", "O", "P", "O", "O", "C", "C", "O", "C", "C", "H", "H", "H", "H", "H", "H", "H", "H", "H", "H", "H", "H", "H", "H", "H", "C", "C", "O", "P", "O", "O", "C", "C", "O", "C", "C", "H", "H", "H", "H", "H", "H", "H", "H", "H", "H", "H", "H", "H", "H", "H", "C", "N", "C", "C", "O", "H", "H", "H", "H", "H", "H", "H", "C", "N", "C", "C", "O", "H", "H", "H", "H", "H", "H", "H", "C", "N", "C", "C", "O", "H", "H", "H", "H", "H", "H", "H", "C", "N", "C", "C", "O", "H", "H", "H", "H", "H", "H", "H", "C", "N", "C", "C", "O", "H", "H", "H", "H", "H", "H", "H", "C", "N", "C", "C", "O", "H", "H", "H", "H", "H", "H", "H"],
  "xyz": [[4.2975, -2.2062, 0.8020], [3.7701, -2.0229, -0.6020], [4.6928, -1.2390, -1.3302], [4.7342, -1.2542, -2.8647], [4.7766, -2.6192, -3.3863], [6.0403, -0.3521, -3.0888], [7.3783, -0.8975, -2.9490], [7.8657, -1.8194, -4.0365], [3.5059, -0.3940, -3.4672], [3.2758, -0.3647, -4.8651], [2.5184, -1.6675, -5.3708], [3.8332, -2.9699, 1.4147], [5.3703, -2.3957, 0.7031], [4.3388, -1.2623, 1.3365], [3.8375, -2.9880, -1.0600], [2.7299, -1.6282, -0.6207], [7.9648, 0.0628, -2.8314], [7.4500, -1.3503, -1.9602], [7.2557, -2.7516, -4.0680], [7.7335, -1.2882, -4.9556], [8.9162, -2.0462, -3.9765], [2.6905, 0.4790, -5.1899], [4.1618, -0.3231, -5.4806], [2.3578, -1.5452, -6.4481], [3.1277, -2.5445, -5.2127], [1.5805, -1.7655, -4.9499], [-0.8760, -3.1568, -1.9417], [-1.4833, -3.4988, -0.6133], [-2.7876, -4.1246, -0.8240], [-3.5199, -4.4297, 0.5433], [-2.9162, -5.4662, 1.3134], [-3.5830, -2.9809, 1.2971], [-2.9582, -2.8239, 2.6388], [-3.8746, -3.3469, 3.7090], [-5.0503, -4.7194, 0.1176], [-5.5134, -4.0078, -0.9957], [-6.9727, -4.1750, -1.3321], [-1.4813, -2.3723, -2.4797], [0.1416, -2.6530, -1.9039], [-0.8180, -4.0421, -2.5622], [-0.8688, -4.1960, 0.0146], [-1.6538, -2.6060, -0.0545], [-1.9807, -3.3018, 2.5646], [-2.8140, -1.7946, 2.7561], [-4.0200, -4.4329, 3.5724], [-3.2884, -3.2408, 4.5950], [-4.7748, -2.7951, 3.8859], [-5.2627, -2.9094, -0.7978], [-4.9183, -4.2094, -1.9440], [-7.2076, -3.3395, -2.0443], [-7.1284, -5.1613, -1.7263], [-7.5658, -4.0805, -0.4330], [-5.6817, -0.2665, 0.4345], [-5.8625, 0.8837, -0.4563], [-5.4642, 0.6339, -1.7960], [-4.2767, 1.3367, -2.5399], [-2.9220, 0.8289, -2.4050], [-4.7586, 1.4605, -4.0707], [-4.9369, 0.2422, -4.7900], [-6.1806, 0.2141, -5.6568], [-4.4082, 2.8561, -2.0175], [-3.2974, 3.7360, -1.9020], [-3.2089, 4.6463, -3.1257], [-5.9492, -0.0692, 1.4885], [-6.2932, -1.1063, 0.1388], [-4.6514, -0.6327, 0.3626], [-6.9236, 1.2586, -0.4354], [-5.1956, 1.6863, -0.1155], [-4.0473, 0.0595, -5.4033], [-4.9380, -0.4628, -3.9906], [-6.1728, -0.7102, -6.2817], [-7.1368, 0.2502, -5.1486], [-6.0630, 1.0590, -6.3404], [-3.2987, 4.2764, -0.9650], [-2.2787, 3.2030, -1.8569], [-3.1295, 4.0311, -4.0286], [-4.0654, 5.2654, -3.1503], [-2.3139, 5.2769, -3.0309], [0.3111, 2.7363, -3.4731], [0.9701, 2.8704, -2.2276], [1.0533, 1.7485, -1.2549], [1.7743, 3.8963, -1.9488], [2.5777, 3.9454, -1.0298], [-0.6306, 2.1470, -3.4015], [0.9922, 2.2325, -4.1886], [0.1539, 3.6431, -3.9423], [1.4106, 2.1860, -0.2861], [0.0711, 1.3389, -1.1392], [1.7519, 0.9933, -1.5791], [1.6812, 4.6977, -2.6955], [1.4014, 5.3425, 1.8880], [-0.0310, 5.0478, 1.5906], [-0.6145, 5.5514, 0.3322], [-0.7450, 4.2025, 2.3413], [-1.8167, 3.6757, 2.0235], [1.5254, 5.3089, 2.9518], [1.8279, 6.3352, 1.6380], [2.1170, 4.5985, 1.4988], [-1.6897, 5.7558, 0.5272], [-0.1353, 6.4630, -0.0329], [-0.5366, 4.6422, -0.2786], [-0.3503, 3.9832, 3.3139], [5.0319, 2.2418, -0.9855], [4.5292, 2.1582, 0.3501], [4.7446, 3.3572, 1.2435], [3.5197, 1.3629, 0.7998], [3.0955, 1.4199, 1.9562], [4.9931, 3.2327, -1.4309], [4.3570, 1.6452, -1.6158], [6.0108, 1.8586, -1.0623], [4.1453, 3.2113, 2.1241], [5.7330, 3.5963, 1.6747], [4.4345, 4.2239, 0.5875], [3.1053, 0.6573, 0.0578], [3.2363, 0.9337, 5.9909], [2.4155, 2.1362, 6.0359], [1.4558, 1.9766, 7.1820], [2.2575, 3.0310, 5.0648], [1.4618, 3.9408, 5.1548], [3.8435, 0.7353, 6.8266], [3.9230, 0.8922, 5.1849], [2.6443, 0.0064, 5.9089], [1.9575, 1.8503, 8.0709], [0.7735, 2.7823, 7.2321], [0.8374, 1.0717, 6.9958], [2.9106, 2.9626, 4.1831], [-0.6832, -5.3911, 4.3957], [0.2011, -4.2929, 3.9804], [0.7930, -4.3889, 2.6679], [0.1548, -3.1032, 4.5145], [0.7136, -2.1326, 4.0315], [-1.4358, -5.4439, 3.5898], [-1.2618, -5.2297, 5.2885], [-0.1084, -6.2769, 4.4094], [1.4991, -3.5675, 2.5525], [1.3192, -5.3078, 2.6531], [0.0554, -4.3278, 1.9017], [-0.4941, -3.1188, 5.4419], [-0.2168, 0.6720, 2.9656], [-0.2747, 0.0095, 1.6517], [-1.4727, 0.2067, 0.8589], [0.7688, -0.7973, 1.2739], [0.8060, -1.4586, 0.2022], [0.1120, 1.6877, 2.7424], [0.5051, 0.0990, 3.5776], [-1.2989, 0.6416, 3.3387], [-1.7638, 1.3035, 0.8969], [-1.3025, -0.1210, -0.1405], [-2.2476, -0.4276, 1.2912], [1.5736, -0.7993, 1.9427]],
  "mulliken_charge": [-1.29, 0.17, -0.05, 0.67, -0.90, -0.28, -0.23, -1.20, 0.04, -0.42, -1.22, 0.21, 0.43, 0.14, 0.75, -0.17, 0.31, 0.29, 0.27, 0.29, 0.43, 0.35, 0.34, 0.44, 0.31, 0.30, -0.95, 1.27, -0.29, 0.59, -0.81, 0.37, 0.66, -1.69, -0.39, 0.56, -1.43, 0.07, -0.07, 0.49, -0.11, -0.55, -0.24, 0.30, 0.37, 0.48, 0.32, -0.26, 0.21, 0.29, 0.43, 0.36, -0.86, -0.07, -0.16, 0.69, -0.27, -0.38, -0.03, -1.29, -0.50, 0.46, -1.36, 0.41, 0.31, -0.05, 0.23, 0.28, 0.26, 0.27, 0.37, 0.30, 0.31, 0.30, -0.31, 0.31, 0.41, 0.35, -0.85, 0.75, 0.48, -0.31, -0.35, 0.25, 0.09, 0.44, -0.34, -0.30, 0.06, 0.23, -1.28, 0.24, -0.64, -0.31, -0.64, 0.43, 0.30, 0.55, 0.34, 0.32, -0.06, 0.73, -0.92, 0.29, -0.34, 0.37, -0.55, 0.33, 0.05, 0.46, -0.32, 0.34, 0.22, 0.11, -0.95, 0.00, -1.06, 0.94, -0.64, 0.41, 0.32, 0.25, 0.38, 0.35, 0.28, -0.29, -0.83, 0.13, -0.87, 0.06, -0.51, 0.25, 0.34, 0.34, 0.19, 0.51, 0.12, 0.25, -0.70, 1.97, -0.75, -0.94, -0.59, -0.07, 0.17, 0.28, 0.07, 0.21, -0.51, 0.84]
}